# 1
Below is a structure of composition C6H40NO14 at a distorted geometry, with properties calculated with wB97M-V/def2-TZVPD.

```
61
Properties=species:S:1:pos:R:3:lowdin_charge:R:1
C 2.4284 1.7864 0.9352 -0.203
O 2.4449 1.8271 2.3332 -0.121
C 1.0896 1.1447 0.4138 -0.377
C 1.0067 0.9077 -1.0592 -0.109
C 1.9845 -0.2637 -1.5337 -0.429
C 1.2384 -1.1355 -2.5206 -0.078
C 3.3592 0.1741 -2.0336 -0.067
N -0.0283 1.8138 1.0238 0.054
H 3.2327 1.0901 0.7475 0.091
H 2.7281 2.8280 0.6387 0.134
H 1.0290 0.1055 0.7796 0.113
H 1.3215 1.8503 -1.6438 0.128
H 0.0213 0.8192 -1.4962 0.099
H 2.2015 -0.9015 -0.6807 -0.042
H 1.2001 -0.4083 -3.3806 0.090
H 0.2670 -1.5226 -2.1690 0.092
H 1.7387 -2.0421 -2.8121 0.047
H 3.8504 0.9719 -1.4983 0.068
H 4.1607 -0.5340 -2.0971 0.068
H 3.1251 0.5367 -3.0452 0.080
H -0.2266 1.5913 2.0024 0.064
H 0.1011 2.7911 1.0484 0.060
H 0.5578 -2.5661 0.9341 0.000
H -1.9657 -3.1246 0.7084 0.035
O -1.7915 -3.9731 0.2065 -0.102
H 3.3460 -2.7818 -1.8295 0.012
H 1.9540 -3.2530 -1.1921 -0.024
O 2.7696 -3.5009 -1.6286 -0.072
H 1.4388 -4.1192 0.5650 0.084
H -0.8528 -3.8933 -0.0413 -0.013
O 0.8667 -3.3696 0.2874 -0.174
H -4.3798 3.1528 -3.1090 0.058
H -3.1808 2.8246 -4.0071 0.060
O -3.6685 3.5737 -3.6431 -0.065
H 4.0077 -1.4567 0.2947 0.117
H 2.6112 -1.9741 0.0654 0.051
O 3.2570 -1.3536 -0.3198 -0.136
H -3.5390 2.8730 1.2244 0.045
H -3.9443 3.6507 -0.0082 -0.002
O -4.2909 3.0012 0.6402 -0.070
H -4.1771 1.7868 -0.6309 -0.003
H -3.6953 0.5161 -0.9403 -0.019
O -3.9439 1.2963 -1.4626 -0.113
H -1.9437 0.6221 1.5700 -0.007
H -1.3232 -0.8479 1.7227 0.003
O -2.1423 -0.2761 1.7338 -0.068
H 0.8353 -0.4044 4.1422 0.038
H 2.8377 -2.2511 2.8492 0.053
O 3.3031 -2.5778 2.0616 -0.051
H 0.6616 -0.4237 2.5272 0.008
H 2.0494 1.2193 2.9710 0.025
O 0.8150 0.1591 3.3770 -0.118
H -3.3038 4.2514 -2.0180 -0.004
H -2.3167 4.5465 -0.9947 0.074
O -3.2539 4.7490 -1.1874 -0.062
H -0.0930 -2.2034 2.6804 0.046
H 2.4907 -2.4325 1.5500 -0.009
O 0.0662 -1.6652 1.8887 -0.294
H -3.0308 -0.9521 0.5210 -0.012
H -3.4482 -1.9578 -0.6476 0.028
O -3.7000 -1.1689 -0.1729 -0.082
```

Relative energy (zero: lowest compared OMol25 entry of this formula, charge and spin): 7.264 eV
Charge: -1
LUMO: 2.400 eV
Largest force on an atom: 10.191 eV/Å
Calculated total energy: -1360.612211 Ha
Spin multiplicity: 1
HOMO energy: -5.86 eV

***

# 2
Below is a cluster of 15 separate species, C6H41NO14 in total at a distorted geometry, with properties calculated with wB97M-V/def2-TZVPD.

```
62
Properties=species:S:1:pos:R:3:lowdin_spin:R:1
C 0.9690 1.8261 -3.6043 0.006
C 0.3794 0.7872 -2.6517 0.022
C 0.6229 1.2527 -1.1632 0.053
C 0.3184 0.2138 -0.1612 0.292
C -0.8330 -0.5275 -0.2105 0.226
N -1.3983 -1.3640 0.6973 0.257
C 1.2879 0.0941 0.9565 0.043
H 0.4453 2.7663 -3.4347 0.000
H 2.0366 2.0288 -3.4376 0.000
H 0.9928 1.4190 -4.6102 0.001
H 0.9754 -0.1262 -2.7171 0.000
H -0.6757 0.6013 -2.7969 0.000
H 1.6061 1.7205 -1.1073 0.002
H -0.1912 1.9890 -0.9785 0.027
H -1.5431 -0.4107 -1.0291 0.003
H -1.0930 -1.2177 1.6686 0.007
H -2.4375 -1.2425 0.8085 0.010
H 2.2039 -0.4061 0.5908 0.019
H 0.9940 -0.4845 1.8337 0.001
H 1.6365 1.0809 1.2611 0.010
H -3.1558 0.9408 3.1656 0.000
H -2.6734 -0.2790 3.9282 0.000
O -3.2141 -0.0245 3.1708 0.001
H -4.5513 -1.4630 1.1635 0.000
H -3.7526 -0.1878 1.3272 0.000
O -4.1068 -0.7826 0.6371 0.003
H 0.1112 4.5737 2.5432 0.000
H 0.9300 3.4307 2.0492 0.000
O 0.0125 3.6470 2.2643 0.000
H 4.3992 1.3953 -0.5201 0.000
H 4.1362 0.6211 0.7933 0.000
O 3.9265 1.4463 0.3117 0.001
H -0.3873 1.1200 5.0496 0.000
H -0.5146 1.6018 3.6290 0.000
O -0.8418 0.9112 4.2266 0.000
H -3.4845 0.6093 -1.6082 0.000
H -3.1349 2.0159 -2.0364 0.000
O -3.1160 1.1016 -2.3553 0.000
H -1.3880 1.5644 1.5281 0.001
H -1.7471 3.0806 1.7705 0.000
O -2.1129 2.1895 1.6367 0.002
H 0.5925 -3.6728 -0.3349 0.000
H -0.2332 -3.8042 0.8460 0.001
O 0.5846 -4.1885 0.4903 0.002
H 2.7759 -2.1407 -2.6633 0.000
H 2.5594 -1.6646 -1.1760 0.000
O 3.1924 -1.9830 -1.8126 0.000
H -2.3079 -1.8349 -1.9769 0.000
H -1.4608 -2.7580 -1.2096 0.000
O -1.9825 -2.7451 -2.0192 0.002
H -3.1328 3.5787 0.4893 0.000
H -2.1056 3.7099 -0.4869 0.000
O -3.0689 3.8014 -0.4504 0.000
H -0.0655 -2.9313 -2.9079 0.000
H 1.2062 -3.6950 -3.1995 0.000
O 0.8768 -2.7905 -3.0875 0.001
H 5.2213 -1.4591 0.1321 0.000
H 3.7927 -1.8921 0.5358 0.000
O 4.4565 -1.1970 0.6525 0.002
H 3.0045 -3.6713 2.3171 0.000
H 1.8228 -3.2636 1.4332 0.000
O 2.6405 -2.9108 1.8395 0.000
```

Relative energy (zero: lowest compared OMol25 entry of this formula, charge and spin): 3.470 eV
Charge: +1
LUMO (spin up / spin down): -3.047 / -6.697 eV
Largest force on an atom: 2.970 eV/Å
Calculated total energy: -1361.020803 Ha
Spin multiplicity: 2
HOMO energy (spin up / spin down): -13.57 / -13.60 eV
<S²>: 0.76

***

# 3
Below is a cluster of 17 separate species, C6H46O17 in total at a distorted geometry, with properties calculated with wB97M-V/def2-TZVPD.

```
69
Properties=species:S:1:pos:R:3:lowdin_charge:R:1
O -2.8936 -6.2173 1.9999 -0.056
H -3.0615 -5.6547 1.2439 0.012
H -3.6082 -6.0237 2.6065 0.026
O -1.9614 3.6937 -0.0081 -0.037
H -2.1246 3.9823 -0.9060 0.027
H -1.0262 3.8464 0.1269 0.012
O -3.1626 -3.9168 -1.0159 -0.045
H -2.8763 -3.0787 -0.6527 0.026
H -2.8208 -3.9200 -1.9100 0.027
O 3.5324 -3.2609 -3.1235 -0.042
H 4.0116 -3.5865 -3.8855 0.036
H 3.5263 -3.9967 -2.5114 0.035
O -0.2348 -3.3398 -3.6627 -0.049
H -0.0555 -2.5015 -3.2369 0.017
H 0.6063 -3.7967 -3.6569 0.017
O 3.0141 0.3948 4.2938 -0.048
H 3.6134 0.8851 4.8566 0.037
H 2.9262 -0.4571 4.7213 0.016
O 5.0040 -2.0297 1.0400 -0.045
H 4.9065 -2.9612 0.8426 0.030
H 4.2709 -1.8298 1.6221 0.022
O -4.1325 1.2585 -1.4843 -0.050
H -3.3803 1.6736 -1.0623 0.005
H -3.7794 0.8871 -2.2928 0.012
O 1.6530 4.2415 0.3441 -0.044
H 2.5260 4.6201 0.2401 0.038
H 1.4191 3.9335 -0.5315 0.017
O 1.7848 0.4027 -5.4404 -0.048
H 1.7498 0.7225 -6.3419 0.030
H 2.2809 -0.4141 -5.4947 0.028
O 2.2860 -3.0499 5.9681 -0.050
H 2.4504 -3.9713 5.7673 0.031
H 1.6106 -3.0689 6.6460 0.033
O 0.8775 3.3588 3.9989 -0.052
H 1.1981 2.4570 3.9852 0.006
H 0.9113 3.6394 3.0844 0.012
O 4.5578 0.1829 -2.0099 -0.052
H 4.5279 -0.7109 -2.3512 0.008
H 4.7130 0.0763 -1.0713 0.018
O -2.6360 -0.0731 -4.7948 -0.043
H -1.8412 -0.5973 -4.6965 0.022
H -2.5157 0.3924 -5.6226 0.031
C -2.9563 -0.0679 5.4174 -0.096
C -3.6329 -0.6098 4.1786 -0.375
O -4.9318 -0.8027 4.5539 -0.058
H -1.9089 0.1558 5.2148 0.069
H -3.1399 -0.8175 6.1872 0.071
H -3.4546 0.8352 5.7696 0.077
H -3.1563 -1.5479 3.8942 0.108
H -3.4525 0.1082 3.3786 0.112
H -5.0439 -1.7352 4.7530 0.092
C 0.4419 -2.0029 1.4508 -0.072
C 0.2156 -0.7640 0.5793 -0.317
O 0.5708 -0.9540 -0.7620 -0.088
H 0.2369 -1.6799 2.4715 0.070
H 1.4737 -2.3545 1.4470 0.057
H -0.1945 -2.8211 1.1136 0.071
H 0.8744 0.0492 0.8840 0.112
H -0.8443 -0.5109 0.6071 0.111
H 1.4583 -0.6528 -0.9700 0.076
C -0.2388 5.8616 -3.7722 -0.082
C -0.1471 4.4386 -4.3202 -0.291
O 0.6530 3.7320 -3.3591 -0.107
H -0.8754 6.0234 -2.9024 0.068
H -0.7493 6.5056 -4.4883 0.069
H 0.7263 6.3007 -3.5196 0.076
H 0.4031 4.2312 -5.2380 0.108
H -1.1282 3.9808 -4.4467 0.103
H 0.9532 2.9066 -3.7464 0.067
```

Relative energy (zero: lowest compared OMol25 entry of this formula, charge and spin): 1.756 eV
LUMO: -0.310 eV
Largest force on an atom: 2.550 eV/Å
Calculated total energy: -1535.175436 Ha
Spin multiplicity: 1
HOMO energy: -9.90 eV

***

# 4
Below is a structure of composition C6H4BCl2F16HgN2O8S4 at a distorted geometry, with properties calculated with wB97M-V/def2-TZVPD.

```
44
Properties=species:S:1:pos:R:3:lowdin_charge:R:1
Hg -0.5953 0.0277 0.1666 1.121
B -3.2496 0.3271 1.2438 -1.550
F -2.8531 0.5502 0.0192 0.164
F -2.0781 0.2076 2.0166 0.048
F -4.0739 1.2974 1.6451 0.210
F -3.8393 -0.8887 1.2212 0.179
C 2.0999 1.0274 -3.1059 -0.527
F 2.2942 2.3476 -2.9083 0.102
F 2.4806 0.6625 -4.3701 0.124
F 2.8693 0.3411 -2.1975 0.044
S 0.2165 0.6077 -2.7292 0.720
O -0.6150 0.6956 -3.9346 -0.256
O 0.2160 -0.7114 -2.1165 -0.411
N -0.2673 1.5762 -1.3302 -0.378
S -0.8658 2.8258 -2.0717 0.566
O 0.0684 3.4407 -3.0076 -0.307
O -2.2114 2.6610 -2.5579 -0.255
C -0.8668 4.0877 -0.5959 -0.723
F -1.1936 5.2611 -1.0331 0.186
F -1.7442 3.6423 0.2769 0.155
F 0.3341 4.1390 -0.0666 0.100
C 0.4106 -2.0819 3.1706 -0.713
F 0.6552 -0.8010 2.8771 0.036
F 1.5111 -2.7206 2.7652 0.117
F 0.2695 -2.2227 4.4401 0.202
S -1.0946 -2.7769 2.2852 0.714
O -0.9356 -4.2236 2.3490 -0.284
O -2.1954 -2.3236 3.0831 -0.244
N -0.9978 -2.0326 0.6877 -0.392
S -1.6416 -3.0059 -0.3277 0.595
O -2.6586 -3.9127 0.2729 -0.290
O -2.0780 -2.1355 -1.4012 -0.300
C -0.1342 -4.1330 -0.9797 -0.613
F 0.5091 -4.5877 0.0953 0.121
F -0.6627 -5.1838 -1.6741 0.107
F 0.6748 -3.4509 -1.7405 0.160
Cl 0.9895 2.1674 1.9229 0.630
C 2.6637 2.2112 1.2471 -0.577
C 3.1952 0.8251 1.1694 -0.571
Cl 2.0509 -0.3328 0.4073 0.675
H 3.3625 2.8900 1.7361 0.093
H 2.5311 2.5498 0.2195 0.060
H 3.3096 0.4577 2.1892 0.073
H 4.1401 0.6985 0.6410 0.085
```

Relative energy (zero: lowest compared OMol25 entry of this formula, charge and spin): 1.237 eV
Charge: -1
LUMO: 1.802 eV
Largest force on an atom: 5.710 eV/Å
Calculated total energy: -5231.894635 Ha
Spin multiplicity: 1
HOMO energy: -8.10 eV

***

# 5
Below is a structure of composition C6H4Br2F2 at a distorted geometry, with properties calculated with wB97M-V/def2-TZVPD.

```
14
Properties=species:S:1:pos:R:3:lowdin_charge:R:1
C 0.5225 0.9891 1.5413 -0.011
C 0.9669 1.8612 2.4350 -0.278
C 1.2533 3.2291 2.2396 -0.378
C 1.1070 3.9781 1.1104 -1.198
C -1.6868 0.0467 0.6769 -0.060
C -0.1121 0.1508 0.7822 -0.140
F 1.3218 1.4288 3.6338 0.102
F 1.5921 3.9565 3.3151 0.040
Br 0.8857 5.7829 1.2622 0.781
Br 0.6872 3.2936 -0.5234 0.802
H -1.8222 -0.6072 1.4709 0.038
H -2.1390 1.0973 0.8699 0.114
H -2.0462 -0.4620 -0.1896 0.053
H 0.4390 -0.7068 0.2569 0.134
```

Relative energy (zero: lowest compared OMol25 entry of this formula, charge and spin): 2.704 eV
LUMO: -0.102 eV
Largest force on an atom: 3.606 eV/Å
Calculated total energy: -5578.659006 Ha
Spin multiplicity: 1
HOMO energy: -8.47 eV

***

# 6
Below is the ion C6H4Br3O2 with charge -1 at a distorted geometry, with properties calculated with wB97M-V/def2-TZVPD.

```
15
Properties=species:S:1:pos:R:3:lowdin_charge:R:1
O 0.3367 0.5665 -1.5865 -0.121
C 1.4373 0.0850 -1.1284 -0.643
O 2.5568 0.1589 -1.6435 -0.022
C 1.2652 -0.7186 0.1945 -0.166
C 0.1145 -1.8658 -0.0134 -0.110
C -0.1017 -0.5958 0.7510 -0.793
Br -0.3727 -0.6488 2.6418 0.683
C -1.0573 0.8041 -0.0390 -0.702
Br -2.5290 0.1367 -1.1180 0.650
C -1.1337 1.9821 0.5362 -0.740
Br -2.2608 3.4276 0.0820 0.588
H 2.1391 -0.7470 0.8232 0.116
H -0.0784 -1.8868 -1.0984 0.085
H 0.0162 -3.0062 0.4539 0.147
H -0.3323 2.3082 1.1446 0.030
```

Relative energy (zero: lowest compared OMol25 entry of this formula, charge and spin): 2.159 eV
Charge: -1
LUMO: 2.893 eV
Largest force on an atom: 4.276 eV/Å
Calculated total energy: -8103.513275 Ha
Spin multiplicity: 1
HOMO energy: -4.60 eV
Structure (SMILES): O=C([O-])[C@@H]1C[C@]1(Br)/C(Br)=C/Br

***

Number 1 is which compound?
C6H40NO14

***

calculated total energy of number 5 (C6H4Br2F2)?
-5578.659006 Ha

***

Which of these has the lowest calculated total energy?
C6H4Br3O2

***

Among the records above, which one has the lowest calculated total energy?
C6H4Br3O2